Record 1
Molecular formula: C15H28BrO5SSc
Method: DFT, ωB97M-V/def2-TZVPD

Computed properties:
Calculated total energy   -127825.224 eV
Largest force on an atom   0.058 Eh/bohr
Gap between HOMO and LUMO   4.34 eV
E_LUMO   -0.467 eV

Positions of all 51 atoms, in Å:
Sc (0.66, -1.80, -0.91)
C (-2.11, 0.47, 1.17)
C (-2.25, 1.79, 0.63)
C (-1.22, 2.64, 1.17)
C (-0.45, 1.81, 2.09)
C (-1.07, 0.54, 2.19)
C (-0.67, -0.61, 3.08)
C (0.77, 2.24, 2.82)
C (-0.97, 4.07, 0.86)
C (-3.28, 2.18, -0.36)
C (-2.92, -0.70, 0.81)
H (-0.90, -0.39, 4.13)
H (0.41, -0.76, 3.03)
H (-1.21, -1.53, 2.80)
H (0.63, 2.31, 3.92)
H (1.16, 3.23, 2.48)
H (1.62, 1.54, 2.72)
H (-1.91, 4.66, 0.83)
H (-0.58, 4.18, -0.17)
H (-0.30, 4.62, 1.54)
H (-3.74, 1.29, -0.77)
H (-2.90, 2.85, -1.10)
H (-4.08, 2.72, 0.14)
H (-3.88, -0.33, 0.49)
H (-3.04, -1.39, 1.64)
H (-2.46, -1.26, 0.00)
C (3.05, -2.79, 1.17)
O (2.55, -1.91, 0.13)
C (3.51, -1.05, -0.55)
C (2.89, 0.29, -0.73)
O (1.56, 0.08, -1.28)
C (0.86, 1.28, -1.62)
H (2.82, -2.38, 2.14)
H (4.15, -2.96, 0.97)
H (2.53, -3.77, 1.10)
H (3.72, -1.51, -1.55)
H (4.36, -1.02, 0.13)
H (3.46, 0.93, -1.36)
H (2.69, 0.79, 0.25)
H (1.17, 1.65, -2.60)
H (1.01, 2.07, -0.91)
H (-0.21, 1.08, -1.66)
C (-1.13, -3.36, -4.06)
S (-0.05, -2.12, -3.44)
O (0.95, -2.87, -2.53)
O (0.50, -1.34, -4.47)
O (-0.90, -1.43, -2.42)
H (-0.68, -3.92, -4.87)
H (-2.04, -2.84, -4.38)
H (-1.30, -3.96, -3.17)
Br (-0.80, -3.33, 0.49)


Record 2
Molecular formula: C53H118O28P4
Method: DFT, ωB97M-V/def2-TZVPD

Computed properties:
Calculated total energy   -151364.363 eV
Largest force on an atom   0.078 Eh/bohr
Gap between HOMO and LUMO   9.67 eV
E_LUMO   0.429 eV

Positions of all 203 atoms, in Å:
C (-4.14, 2.12, 4.00)
C (-3.75, 3.37, 4.68)
O (-3.06, 3.37, 5.69)
C (-4.24, 4.61, 4.02)
H (-3.63, 2.10, 3.05)
H (-5.17, 2.05, 3.66)
H (-3.92, 1.21, 4.50)
H (-4.22, 4.63, 2.91)
H (-3.64, 5.39, 4.53)
H (-5.27, 4.71, 4.32)
C (9.28, 1.34, 0.73)
C (8.63, 0.92, -0.57)
O (9.19, 0.30, -1.44)
C (7.18, 1.27, -0.61)
H (8.66, 1.51, 1.64)
H (9.75, 2.29, 0.61)
H (10.08, 0.62, 1.06)
H (6.92, 2.02, 0.13)
H (6.75, 0.36, -0.24)
H (6.79, 1.40, -1.64)
C (-0.98, 1.00, 5.49)
C (0.00, -0.10, 5.36)
O (-0.06, -1.06, 6.10)
C (0.98, -0.12, 4.24)
H (-1.02, 1.43, 6.45)
H (-2.01, 0.61, 5.34)
H (-0.87, 1.84, 4.76)
H (1.46, 0.86, 4.14)
H (0.31, -0.20, 3.32)
H (1.62, -0.98, 4.43)
C (-4.84, -1.99, -5.90)
C (-4.81, -2.57, -4.55)
O (-5.05, -3.73, -4.31)
C (-4.34, -1.62, -3.48)
H (-5.45, -2.55, -6.57)
H (-3.77, -1.98, -6.24)
H (-5.10, -0.91, -5.86)
H (-3.51, -2.08, -2.93)
H (-5.02, -1.44, -2.67)
H (-4.01, -0.65, -3.90)
C (0.24, -5.79, -2.21)
C (0.44, -4.85, -3.26)
O (1.23, -5.08, -4.17)
C (-0.40, -3.58, -3.24)
H (0.57, -6.78, -2.60)
H (-0.74, -5.72, -1.77)
H (0.94, -5.48, -1.47)
H (-0.28, -3.22, -2.23)
H (-1.41, -3.90, -3.48)
H (-0.13, -2.86, -4.03)
C (-4.96, 2.59, -1.38)
C (-4.36, 3.51, -0.34)
O (-4.05, 2.99, 0.72)
C (-4.24, 4.95, -0.64)
H (-4.88, 1.56, -1.01)
H (-4.51, 2.65, -2.35)
H (-6.00, 2.89, -1.45)
H (-3.16, 5.22, -0.62)
H (-4.71, 5.57, 0.19)
H (-4.70, 5.24, -1.60)
C (3.95, -3.05, -4.77)
C (3.18, -2.13, -3.86)
O (2.70, -1.11, -4.20)
C (3.04, -2.60, -2.42)
H (3.43, -4.04, -4.64)
H (4.98, -3.10, -4.40)
H (4.01, -2.58, -5.80)
H (3.93, -2.44, -1.87)
H (2.75, -3.64, -2.29)
H (2.39, -1.95, -1.86)
C (-1.51, 3.92, -3.23)
O (-1.30, 3.64, -4.62)
P (-1.75, 2.25, -5.23)
O (-3.06, 1.72, -4.87)
O (-1.54, 2.46, -6.79)
C (-0.18, 2.76, -7.30)
O (-0.56, 1.33, -4.74)
C (-0.54, -0.06, -4.95)
H (-1.92, 4.98, -3.15)
H (-0.56, 3.85, -2.68)
H (-2.29, 3.30, -2.74)
H (-0.28, 2.95, -8.36)
H (0.43, 1.87, -7.11)
H (0.16, 3.65, -6.77)
H (-0.10, -0.47, -4.08)
H (-0.05, -0.36, -5.87)
H (-1.60, -0.37, -4.97)
C (1.44, 0.40, 0.92)
O (0.07, 0.21, 1.20)
P (-0.63, -0.94, 0.33)
O (0.08, -2.22, 0.46)
O (-2.04, -0.88, 1.05)
C (-3.08, -1.59, 0.31)
O (-0.86, -0.53, -1.23)
C (-1.33, 0.73, -1.64)
H (1.78, 0.88, 1.83)
H (1.46, 1.04, 0.03)
H (1.94, -0.55, 0.83)
H (-2.99, -1.29, -0.72)
H (-4.09, -1.33, 0.73)
H (-3.01, -2.64, 0.46)
H (-2.12, 0.54, -2.33)
H (-0.60, 1.37, -2.20)
H (-1.64, 1.44, -0.82)
C (6.84, 5.67, 1.17)
O (6.80, 4.48, 1.96)
P (5.40, 3.86, 2.38)
O (4.46, 3.60, 1.30)
O (5.94, 2.55, 3.14)
C (5.05, 1.53, 3.67)
O (4.67, 4.75, 3.46)
C (5.23, 5.18, 4.79)
H (6.32, 6.48, 1.73)
H (6.32, 5.55, 0.20)
H (7.85, 6.00, 1.06)
H (5.23, 1.47, 4.75)
H (5.37, 0.60, 3.21)
H (4.04, 1.65, 3.37)
H (5.04, 4.42, 5.54)
H (4.86, 6.13, 4.98)
H (6.34, 5.26, 4.70)
C (6.63, -3.15, -0.82)
O (5.35, -3.00, -0.09)
P (5.38, -2.69, 1.47)
O (6.25, -1.56, 1.85)
O (5.72, -4.09, 2.20)
C (7.07, -4.58, 2.25)
O (3.90, -2.54, 1.90)
C (2.90, -3.59, 1.69)
H (7.43, -3.25, -0.12)
H (6.75, -2.27, -1.50)
H (6.62, -4.05, -1.52)
H (7.69, -3.71, 2.52)
H (7.43, -5.05, 1.37)
H (7.14, -5.33, 3.05)
H (3.30, -4.47, 2.17)
H (2.66, -3.79, 0.63)
H (1.96, -3.28, 2.15)
C (-5.47, -5.57, -0.97)
C (-5.30, -7.03, -1.33)
C (-4.12, -7.03, -2.23)
O (-3.32, -5.99, -1.70)
C (-4.04, -5.06, -0.97)
H (-5.99, -5.21, -0.04)
H (-6.08, -5.09, -1.74)
H (-6.10, -7.65, -1.81)
H (-4.94, -7.56, -0.44)
H (-4.37, -6.76, -3.26)
H (-3.56, -7.97, -2.32)
H (-4.03, -3.99, -1.40)
H (-3.66, -5.01, 0.05)
C (-2.37, -3.57, 5.66)
C (-2.61, -3.46, 4.16)
C (-4.01, -2.73, 4.17)
O (-4.13, -2.06, 5.39)
C (-3.46, -2.79, 6.38)
H (-1.35, -3.20, 5.94)
H (-2.45, -4.60, 6.00)
H (-2.54, -4.49, 3.77)
H (-1.99, -2.73, 3.74)
H (-4.78, -3.55, 4.22)
H (-4.19, -2.13, 3.29)
H (-4.10, -3.50, 6.92)
H (-3.13, -2.01, 7.05)
C (3.59, 1.77, -3.32)
C (3.64, 3.29, -2.99)
C (2.59, 3.61, -1.93)
O (1.66, 2.49, -2.12)
C (2.48, 1.40, -2.32)
H (4.51, 1.26, -3.03)
H (3.34, 1.53, -4.35)
H (3.43, 3.89, -3.89)
H (4.69, 3.57, -2.75)
H (2.02, 4.58, -1.90)
H (2.97, 3.37, -0.95)
H (1.92, 0.56, -2.72)
H (2.89, 1.04, -1.39)
C (-6.65, -1.76, 2.11)
C (-6.18, -0.31, 2.41)
C (-6.25, 0.44, 1.13)
O (-6.61, -0.57, 0.10)
C (-7.25, -1.69, 0.76)
H (-7.24, -2.17, 2.88)
H (-5.76, -2.41, 2.08)
H (-5.25, -0.23, 2.88)
H (-6.91, 0.04, 3.07)
H (-5.30, 0.97, 0.90)
H (-7.02, 1.21, 1.15)
H (-7.08, -2.58, 0.12)
H (-8.36, -1.52, 0.74)
C (0.40, 4.47, 1.85)
C (1.26, 5.58, 1.21)
C (0.39, 6.22, 0.18)
O (-0.50, 5.13, -0.35)
C (-0.23, 3.95, 0.49)
H (-0.35, 4.85, 2.56)
H (0.98, 3.62, 2.20)
H (2.03, 5.04, 0.68)
H (1.74, 6.26, 1.85)
H (0.86, 6.67, -0.68)
H (-0.33, 6.92, 0.60)
H (0.52, 3.31, -0.02)
H (-1.15, 3.40, 0.61)


Record 3
Molecular formula: C12H14BBeN9
Method: DFT, ωB97M-V/def2-TZVPD

Computed properties:
Energy relative to the best compared isomer or geometry (same formula, charge and spin)   139.0 kcal per mole
Net charge   +2
Calculated total energy   -27138.166 eV
Largest force on an atom   0.098 Eh/bohr
Gap between HOMO and LUMO (spin up / spin down)   2.71 / 4.44 eV
E_LUMO (spin up / spin down)   -11.437 / -9.704 eV

Positions of all 37 atoms, in Å:
C (-2.00, 2.20, -0.24)
N (-1.13, 1.19, 0.03)
N (-0.35, 0.93, -1.10)
C (-0.78, 1.79, -2.06)
C (-1.82, 2.58, -1.58)
B (1.12, 0.13, -1.41)
N (2.16, 0.74, -0.44)
N (1.88, 0.68, 0.91)
C (2.78, 1.45, 1.52)
C (3.70, 1.96, 0.59)
C (3.26, 1.50, -0.65)
Be (-1.67, 0.61, 1.44)
N (1.31, -1.47, -1.63)
N (1.59, -2.33, -0.59)
C (1.18, -3.55, -0.96)
C (1.08, -3.58, -2.36)
C (1.24, -2.24, -2.76)
H (0.94, -4.33, -0.25)
H (1.31, -1.81, -3.76)
H (0.86, -4.43, -2.97)
H (1.42, 0.58, -2.48)
H (3.60, 1.72, -1.65)
H (-0.25, 1.83, -2.99)
H (4.53, 2.59, 0.82)
H (-2.37, 3.33, -2.11)
H (2.75, 1.59, 2.58)
H (-2.74, 2.54, 0.48)
H (-0.07, -0.11, 1.37)
C (-0.33, 0.19, 2.40)
H (0.55, 0.79, 2.66)
H (-1.19, 0.94, 2.55)
H (-0.41, -0.72, 3.02)
N (-2.94, -0.35, 1.54)
C (-3.63, -1.31, 1.53)
N (-4.55, -2.20, 1.80)
C (-5.23, -1.88, 2.90)
N (-5.82, -1.53, 3.85)


Record 4
Molecular formula: CH7O5
Method: DFT, ωB97M-V/def2-TZVPD

Computed properties:
Energy relative to the best compared isomer or geometry (same formula, charge and spin)   28.7 kcal per mole
Calculated total energy   -11384.165 eV
Largest force on an atom   0.087 Eh/bohr
Spin multiplicity   2
Gap between HOMO and LUMO (spin up / spin down)   11.40 / 5.76 eV
E_LUMO (spin up / spin down)   -0.090 / -5.602 eV

Positions of all 13 atoms, in Å:
O (-0.96, -1.03, 1.64)
C (0.06, -0.56, 1.19)
O (0.48, -0.33, 0.02)
H (1.03, -0.46, 1.84)
H (2.31, -1.36, -2.08)
H (1.52, -1.08, -0.73)
O (2.39, -1.53, -1.08)
H (0.66, 1.40, -0.59)
H (1.28, 1.76, -1.84)
O (0.77, 2.14, -1.14)
H (-2.09, 1.17, -0.23)
H (-2.53, 0.10, 0.32)
O (-3.00, 0.98, 0.08)


Question: Among the records above, which one has the highest calculated total energy?
Answer: CH7O5